C9H44F4N3O21PS | ωB97M-V/def2-TZVPD

Each line ends with the Mulliken charge.
CARTESIAN COORDINATES (ANGSTROEM)
C  4.4407  -0.6421  -1.7618  -1.226
C  3.3393  -1.6488  -1.6622  -0.289
O  2.6160  -1.4929  -0.4423  -0.342
C  1.2343  -1.4889  -0.4891  -1.833
C  0.7268  -0.1665  0.1737  1.303
P  1.4986  -0.1930  1.8988  0.728
O  2.7452  0.5235  1.9359  -0.805
O  0.4710  0.3182  2.9779  -0.362
O  1.6653  -1.7050  2.2365  -0.538
O  1.4455  0.9212  -0.4631  -0.530
S  0.8173  1.2523  -1.8518  1.403
O  1.2395  0.4074  -2.9045  -0.634
O  0.9261  2.6198  -2.0894  -0.630
O  -0.6410  0.7417  -1.4789  -0.333
C  -0.7558  0.2073  -0.1392  1.953
C  -1.4820  1.1804  0.7879  -2.194
C  -1.0670  2.6408  0.9502  -0.588
N  -2.0270  3.1555  1.9676  -0.485
N  -1.2827  3.3699  -0.2831  -0.411
N  0.2933  2.7946  1.4283  -0.280
C  -1.7714  -0.9697  -0.3665  0.207
F  -2.7420  -0.4787  -1.1988  -0.274
F  -1.1901  -2.0125  -1.0371  -0.317
C  -2.5253  -1.5632  0.8744  0.421
F  -3.7927  -1.0335  0.8803  -0.302
F  -2.6579  -2.9257  0.6764  -0.382
H  4.7924  -0.5128  -2.7708  0.451
H  4.0891  0.3148  -1.4057  0.274
H  5.2709  -0.9087  -1.1243  0.345
H  2.6835  -1.5391  -2.5143  0.291
H  3.7516  -2.6505  -1.6975  0.392
H  0.8231  -1.5827  -1.4801  1.015
H  0.8498  -2.3173  0.0945  0.523
H  1.0079  0.7041  3.6889  0.305
H  0.8123  -2.1153  2.4767  0.314
H  -2.5146  1.2295  0.4828  0.920
H  -1.4851  0.7542  1.7784  0.064
H  -1.7755  2.7474  2.8654  0.348
H  -1.8878  4.1624  2.0069  0.193
H  -2.2364  3.7129  -0.2861  0.285
H  -0.6923  4.1918  -0.2816  0.302
H  0.9378  3.1338  0.7287  0.251
H  0.3196  3.4033  2.2305  0.266
H  -2.1430  -1.3899  1.8728  0.316
O  -4.8446  1.7141  2.4290  -0.717
H  -4.0149  2.1923  2.5804  0.412
H  -4.7573  1.3906  1.5274  0.285
O  -4.0772  -2.6061  -2.9971  -0.711
H  -3.9192  -2.0396  -3.7618  0.311
H  -3.3803  -2.3664  -2.3805  0.412
O  0.1224  2.3747  -5.5575  -0.634
H  0.1862  1.7393  -4.8336  0.342
H  -0.7102  2.1616  -5.9895  0.295
O  -2.5416  -0.7272  3.6801  -0.438
H  -3.3642  -0.8467  4.1690  0.229
H  -1.9019  -0.3580  4.2898  0.186
O  -5.3091  -4.9082  1.9324  -0.675
H  -4.5211  -5.2469  2.3710  0.334
H  -4.9814  -4.2059  1.3582  0.329
O  -1.7051  6.2252  1.8617  -0.600
H  -1.6203  6.5484  2.7651  0.277
H  -1.6971  7.0184  1.3162  0.277
O  6.5419  0.6572  -3.3756  -0.570
H  6.5774  1.2146  -4.1594  0.266
H  7.4449  0.3374  -3.2608  0.292
O  -3.5249  -1.7600  -6.2399  -0.639
H  -3.5718  -2.7221  -6.2475  0.326
H  -4.0209  -1.4876  -7.0182  0.314
O  -4.8329  -2.2534  3.3669  -0.578
H  -4.9489  -3.2105  3.3323  0.298
H  -5.0945  -1.9420  2.4941  0.272
O  -3.5136  1.3803  5.1542  -0.593
H  -3.7413  1.2592  6.0815  0.262
H  -4.3511  1.3171  4.6745  0.315
O  8.9302  0.4724  -1.5701  -0.618
H  8.2887  0.5475  -0.8547  0.315
H  9.7617  0.7738  -1.1898  0.303
O  -0.2422  -3.8802  1.9265  -0.563
H  -0.2933  -4.5744  2.5915  0.269
H  -1.1115  -3.8648  1.5115  0.294
O  10.3903  -2.1706  -3.0515  -0.641
H  10.1484  -1.7124  -3.8619  0.311
H  10.0736  -1.5914  -2.3491  0.334

E_LUMO   -0.04 eV
Orbital gap   9.495 eV
F_max   0.038 hartree/bohr
Total charge   0
E_tot   -88510.2213 eV
Relative energy (zero: lowest compared OMol25 entry of this formula, charge and spin)   0.0 kJ/mol